# 1
Entry from OMol25: 13 unconnected molecules or ions with the total composition C29H88N14O13 (ωB97M-V/def2-TZVPD).

ORCA input file:
```
! wB97M-V def2-TZVPD RIJCOSX def2/J DEFGRID3
* xyz 0 1
C 18.12018 16.05585 12.04218
O 17.21698 16.68214 12.61433
N 18.89600 16.66463 11.11781
N 18.31344 14.78850 12.34501
H 19.76699 16.31562 10.75122
H 18.95456 17.67335 11.26064
H 17.61510 14.43979 12.96873
H 18.42224 14.08890 11.59146
C 11.75258 18.30205 13.60621
O 12.69830 17.60880 13.27366
N 10.55607 17.74988 13.96200
N 11.83389 19.70921 13.58108
H 9.81849 18.40263 14.20189
H 10.40620 16.75822 13.83224
H 12.61874 20.06710 13.07921
H 10.96013 20.25980 13.61232
C 15.02454 19.52204 12.20486
O 14.14614 20.38404 12.16425
N 15.67936 19.11046 11.01229
N 15.59485 19.11912 13.34321
H 15.22013 19.13840 10.12885
H 16.29467 18.26738 11.06261
H 16.27512 18.35956 13.36999
H 15.09382 19.44941 14.13776
C 14.23006 21.70873 8.87816
O 14.25061 22.42364 7.84460
N 15.09809 21.87047 9.90184
N 13.34862 20.66679 9.17547
H 14.74194 21.61110 10.78034
H 15.84486 22.49889 9.90749
H 12.46906 20.54694 8.66116
H 13.40517 20.30315 10.13819
C 17.42978 9.97927 11.91347
O 18.27902 10.83652 11.94367
N 16.15423 10.12199 12.31616
N 17.59561 8.74939 11.43280
H 15.47870 9.32292 12.33429
H 15.88391 10.96067 12.79764
H 16.80873 8.28700 11.10756
H 18.46553 8.60237 10.95472
C 11.88406 8.78597 11.53996
C 12.18485 9.49711 12.91729
O 13.27816 10.42784 12.83142
H 11.10398 8.04843 11.76281
H 12.77558 8.24495 11.17262
H 11.59879 9.47816 10.80330
H 12.53098 8.82855 13.69809
H 11.29436 9.99451 13.30693
H 13.11266 11.13553 12.13813
C 13.21307 17.11061 16.31467
C 14.24413 16.14002 15.75649
O 13.66622 15.39266 14.64859
H 13.15910 17.99119 15.67638
H 13.56031 17.49121 17.30172
H 12.25076 16.56519 16.43180
H 14.45699 15.37946 16.49066
H 15.12018 16.73155 15.49346
H 13.37732 16.03130 13.95782
C 18.87852 13.97590 7.02985
C 18.69853 12.95437 5.95052
O 17.31699 13.06783 5.54057
H 18.51453 14.91370 6.49841
H 19.90268 13.99924 7.42970
H 18.20088 13.78096 7.82134
H 18.82444 11.98876 6.41085
H 19.47205 13.18990 5.13141
H 17.23785 12.39977 4.81724
C 17.81227 12.67335 15.74503
C 16.37517 13.12402 15.79585
O 16.08736 13.80807 14.59980
H 18.42704 13.57214 15.53005
H 17.94754 11.83996 15.03228
H 17.98185 12.21210 16.75559
H 16.18954 13.80588 16.64199
H 15.71936 12.25241 16.05093
H 15.13639 14.05854 14.41987
C 17.84954 19.21023 8.18349
C 18.91242 19.86652 9.01869
C 19.02726 21.27277 8.50777
O 19.87105 22.00659 9.36327
C 20.05732 23.29150 8.79926
N 18.56391 19.72419 10.45684
H 18.24329 18.60772 7.33326
H 17.14302 19.96523 7.85532
H 17.22192 18.45790 8.76685
H 19.89448 19.46782 8.94076
H 18.08196 21.76240 8.63649
H 19.27436 21.29599 7.45877
H 19.13289 23.85239 8.83871
H 20.36255 23.14287 7.76550
H 20.81883 23.77510 9.37168
H 19.08101 20.43668 10.96427
H 17.56921 20.00072 10.45268
C 9.67810 13.30499 15.16952
C 10.07928 13.46293 13.74901
C 8.95609 13.25394 12.71782
O 9.61914 13.02254 11.46730
C 8.79376 12.89658 10.30492
N 10.71754 14.79708 13.62066
H 8.91470 14.01987 15.46147
H 10.62271 13.40808 15.73977
H 9.31955 12.28071 15.26524
H 10.74291 12.70787 13.46698
H 8.29740 14.09455 12.74061
H 8.45871 12.30943 13.03193
H 8.31702 13.83116 9.97765
H 7.93205 12.18977 10.42210
H 9.50512 12.60935 9.58159
H 11.63501 14.78554 14.05917
H 11.00406 14.87498 12.66182
C 10.17304 20.74395 10.69162
C 9.39615 19.58832 10.09083
C 10.14457 18.28501 9.86937
O 11.31495 18.53632 9.08276
C 12.15612 17.40160 9.12583
N 8.25199 19.28874 10.92223
H 11.00071 20.95592 10.04595
H 10.54374 20.39958 11.62288
H 9.48385 21.65535 10.89211
H 9.00027 19.98942 9.03125
H 9.51219 17.56025 9.34229
H 10.60671 17.93002 10.76530
H 12.29298 17.08083 10.14828
H 13.15784 17.57763 8.73915
H 11.79812 16.46981 8.63383
H 7.76260 20.11416 11.20741
H 7.63884 18.53377 10.58294
C 15.01130 11.74652 9.41083
C 14.60783 12.85026 10.40253
C 14.57418 14.24514 9.70464
O 15.88887 14.58622 9.38214
C 15.97778 16.01487 9.10485
N 13.23880 12.61704 11.00273
H 14.25999 11.67070 8.56976
H 15.09734 10.77550 9.89714
H 15.95714 11.99949 8.96402
H 15.38584 12.91166 11.16256
H 14.12837 14.97632 10.34398
H 14.02938 14.21378 8.77160
H 15.41322 16.52970 9.87736
H 15.55688 16.30893 8.11974
H 16.98107 16.35708 9.22777
H 12.54151 12.59012 10.28859
H 13.06862 13.39270 11.61338
*
```

## Properties
Relative energy (zero: lowest compared OMol25 entry of this formula, charge and spin)   6.2 kcal/mol
Max |F|   0.070 hartree/bohr
E   -78981.0489 eV
Frontier orbital gap   9.53 eV
E_LUMO   0.43 eV

# 2
Entry from OMol25: a molecular structure, C2Ag2O6 (ωB97M-V/def2-TZVPD).

ORCA input file:
```
! wB97M-V def2-TZVPD RIJCOSX def2/J DEFGRID3
* xyz -2 1
Ag -1.28638 1.09241 3.13679
Ag -0.03598 -0.48565 0.93458
C -2.04551 1.06840 -0.54333
O -1.03149 0.89676 -1.11964
O -3.08329 1.26853 -1.23957
O -2.03132 1.32541 0.62120
C 2.35774 -1.35718 -0.45275
O 2.21528 -1.47056 0.77651
O 3.47196 -1.55305 -1.12510
O 1.46898 -0.78510 -0.98870
*
```

## Properties
Relative energy (zero: lowest compared OMol25 entry of this formula, charge and spin)   28.9 kcal/mol
Max |F|   0.199 hartree/bohr
E   -22351.6676 eV
Frontier orbital gap   3.11 eV
E_LUMO   3.23 eV

# 3
Entry from OMol25: a molecular structure, C2B3CdF18NO4S2 (ωB97M-V/def2-TZVPD).

ORCA input file:
```
! wB97M-V def2-TZVPD RIJCOSX def2/J DEFGRID3
* xyz -2 1
Cd 20.72527 -25.27262 23.91802
C 21.95100 -21.79369 24.52137
F 22.80584 -20.85825 25.04074
F 21.00082 -21.12279 23.90900
F 22.71797 -22.51195 23.72823
S 21.30447 -22.75365 26.01143
O 22.45916 -23.44326 26.52623
O 20.76035 -21.73484 26.87264
N 20.17930 -23.88175 25.26636
S 18.93948 -23.84488 26.31203
O 18.04765 -24.94954 26.09017
O 19.33292 -23.83517 27.70269
C 17.95435 -22.24176 25.93000
F 17.72147 -21.57478 27.05888
F 18.53925 -21.48330 25.03948
F 16.74788 -22.62103 25.51856
B 21.31374 -27.22038 25.54243
F 22.27986 -26.41499 24.95819
F 20.68503 -26.50323 26.58269
F 20.29972 -27.38894 24.58678
F 21.91710 -28.42577 25.87998
B 22.39293 -25.68703 21.68274
F 22.23219 -24.74587 22.76186
F 21.31082 -26.55150 21.95889
F 22.29285 -25.11502 20.43716
F 23.65523 -26.23149 21.90942
B 18.59442 -24.71634 22.29420
F 18.45686 -25.31706 21.02863
F 19.79125 -23.97860 22.30073
F 17.42846 -23.99414 22.52911
F 18.70913 -25.72015 23.31649
*
```

## Properties
Max |F|   0.122 hartree/bohr
E   -88953.5493 eV
Frontier orbital gap   10.17 eV
E_LUMO   4.90 eV

# 4
Entry from OMol25: 3 unconnected molecules or ions with the total composition C2Br2NO4 (ωB97M-V/def2-TZVPD).

ORCA input file:
```
! wB97M-V def2-TZVPD RIJCOSX def2/J DEFGRID3
* xyz -1 1
C -2.96362 0.54332 -0.85348
C 1.60172 -0.07923 -0.05214
N 0.65894 -0.58502 0.75996
O -2.32160 1.00915 -1.67359
O -0.56194 -0.33502 0.41958
O -3.60296 0.09299 -0.06857
O 0.99847 -1.40746 1.57223
Br 4.59846 -0.93077 0.63216
Br 1.59252 1.69204 -0.73615
*
```

## Properties
Relative energy (zero: lowest compared OMol25 entry of this formula, charge and spin)   47.7 kcal/mol
Max |F|   0.127 hartree/bohr
E   -151835.4486 eV
Frontier orbital gap (spin up / spin down)   5.76 / 7.30 eV
E_LUMO (spin up / spin down)   1.24 / 2.08 eV

# 5
Entry from OMol25: a molecular structure, C2Br3ClF2 (ωB97M-V/def2-TZVPD).

ORCA input file:
```
! wB97M-V def2-TZVPD RIJCOSX def2/J DEFGRID3
* xyz 0 1
C -0.02395 -0.68472 -0.11928
C -0.53209 0.61894 0.51407
F -0.41633 -1.69106 0.60048
F 1.30130 -0.71705 -0.14600
Cl -2.11090 0.45842 1.05620
Br -0.57319 -0.86913 -1.97586
Br 0.72582 1.58172 1.56940
Br -0.58349 2.41832 -1.13664
*
```

## Properties
Relative energy (zero: lowest compared OMol25 entry of this formula, charge and spin)   25.9 kcal/mol
Max |F|   0.064 hartree/bohr
E   -230156.9549 eV
Frontier orbital gap   7.83 eV
E_LUMO   -2.05 eV

# 6
Entry from OMol25: 2 unconnected molecules or ions with the total composition C2Br3ClF2 (ωB97M-V/def2-TZVPD).

ORCA input file:
```
! wB97M-V def2-TZVPD RIJCOSX def2/J DEFGRID3
* xyz 0 1
C 1.12067 0.35714 -0.06135
C -0.05830 -0.47978 -0.63020
F 0.65380 1.56721 0.20006
F 2.17030 0.47416 -0.78813
Cl -1.52367 0.17197 -0.31952
Br 1.70728 -0.23585 1.83470
Br 0.28336 -2.23548 -1.09287
Br -4.35344 0.38064 0.85733
*
```

## Properties
Relative energy (zero: lowest compared OMol25 entry of this formula, charge and spin)   76.8 kcal/mol
Max |F|   0.057 hartree/bohr
E   -230154.7516 eV
Frontier orbital gap (spin up / spin down)   4.26 / 4.25 eV
E_LUMO (spin up / spin down)   -4.22 / -4.22 eV

# 7
Entry from OMol25: a molecular structure, C2Br4O (ωB97M-V/def2-TZVPD).

ORCA input file:
```
! wB97M-V def2-TZVPD RIJCOSX def2/J DEFGRID3
* xyz 0 1
C 1.30442 -0.49999 0.18008
C -0.90954 0.12982 -0.04363
O 1.54202 -1.61476 0.24396
Br 2.28855 1.06035 0.04890
Br -1.68894 -1.15175 -1.18222
Br -1.71648 0.17454 1.64752
Br -0.82002 1.90179 -0.89462
*
```

## Properties
Relative energy (zero: lowest compared OMol25 entry of this formula, charge and spin)   45.2 kcal/mol
Max |F|   0.082 hartree/bohr
E   -284288.5581 eV
Frontier orbital gap (spin up / spin down)   7.92 / 7.92 eV
E_LUMO (spin up / spin down)   -1.00 / -1.00 eV

# 8
Entry from OMol25: a molecular structure, C2BrI3 (ωB97M-V/def2-TZVPD).

ORCA input file:
```
! wB97M-V def2-TZVPD RIJCOSX def2/J DEFGRID3
* xyz 0 1
C -1.15285 -0.22630 0.19338
C 2.05819 0.09346 0.01419
Br -1.06813 -2.06487 0.63255
I -2.74345 0.34055 -0.99443
I 1.22021 0.80713 -1.73164
I 1.68603 1.05004 1.88595
*
```

## Properties
Relative energy (zero: lowest compared OMol25 entry of this formula, charge and spin)   130.6 kcal/mol
Max |F|   0.023 hartree/bohr
E   -96411.4093 eV
Frontier orbital gap   6.94 eV
E_LUMO   -1.60 eV

Question: E of number 7 (C2Br4O)?
Answer: -284288.5581 eV

Question: Number 1 is which compound?
Answer: C29H88N14O13

Question: Which value of max |F| does entry 1 give?
Answer: 0.070 hartree/bohr

Repeat the eighth record exactly.
Entry from OMol25: a molecular structure, C2BrI3 (ωB97M-V/def2-TZVPD).

ORCA input file:
```
! wB97M-V def2-TZVPD RIJCOSX def2/J DEFGRID3
* xyz 0 1
C -1.15285 -0.22630 0.19338
C 2.05819 0.09346 0.01419
Br -1.06813 -2.06487 0.63255
I -2.74345 0.34055 -0.99443
I 1.22021 0.80713 -1.73164
I 1.68603 1.05004 1.88595
*
```

## Properties
Relative energy (zero: lowest compared OMol25 entry of this formula, charge and spin)   130.6 kcal/mol
Max |F|   0.023 hartree/bohr
E   -96411.4093 eV
Frontier orbital gap   6.94 eV
E_LUMO   -1.60 eV